{"formula": "C17H28N2O2", "method": "the ωB97M-V functional and the def2-TZVPD basis", "total_charge": 0, "homo_lumo_gap_ev": 9.676, "multiplicity": 1, "smiles": "C[C@H](NC(=O)N[C@]12C[C@H]3C[C@H](C[C@H](C3)C1)C2)[C@@H]1CCCO1", "total_energy_ha": -924.6420, "homo_ev": -8.93, "de_lowest_ev": 0.000, "e_lumo_ev": 0.751, "species": ["C", "C", "N", "C", "O", "N", "C", "C", "C", "C", "C", "C", "C", "C", "C", "C", "C", "C", "C", "C", "O", "H", "H", "H", "H", "H", "H", "H", "H", "H", "H", "H", "H", "H", "H", "H", "H", "H", "H", "H", "H", "H", "H", "H", "H", "H", "H", "H", "H"], "coordinates": [[-1.207, 4.136, -1.717], [-0.548, 2.856, -1.208], [-1.065, 2.563, 0.107], [-1.249, 1.347, 0.719], [-1.860, 1.295, 1.771], [-0.749, 0.280, 0.036], [-0.685, -1.061, 0.611], [-0.034, -1.978, -0.428], [0.042, -3.403, 0.118], [0.880, -3.416, 1.397], [0.229, -2.504, 2.437], [-1.181, -3.004, 2.746], [-2.014, -2.994, 1.465], [-1.366, -3.908, 0.426], [-2.095, -1.571, 0.919], [0.154, -1.079, 1.894], [0.987, 2.993, -1.185], [1.626, 3.450, -2.503], [3.047, 2.883, -2.406], [2.930, 1.794, -1.320], [1.567, 1.720, -0.952], [-2.288, 4.035, -1.655], [-0.900, 4.985, -1.110], [-0.937, 4.330, -2.750], [-0.801, 2.024, -1.877], [-1.417, 3.341, 0.642], [0.025, 0.498, -0.576], [-0.622, -1.960, -1.348], [0.970, -1.612, -0.659], [0.509, -4.053, -0.631], [0.949, -4.435, 1.784], [1.894, -3.070, 1.181], [0.829, -2.512, 3.354], [-1.137, -4.016, 3.155], [-1.646, -2.357, 3.492], [-3.026, -3.353, 1.686], [-1.966, -3.918, -0.487], [-1.318, -4.931, 0.807], [-2.694, -1.547, 0.006], [-2.559, -0.907, 1.647], [1.157, -0.700, 1.676], [-0.310, -0.417, 2.626], [1.274, 3.679, -0.371], [1.615, 4.530, -2.618], [1.091, 2.995, -3.338], [3.381, 2.467, -3.354], [3.756, 3.650, -2.099], [3.537, 2.053, -0.442], [3.226, 0.803, -1.671]], "mulliken_charge": [-1.814, 0.088, -0.103, 0.084, -0.723, -0.048, 0.914, -1.558, 0.433, -1.445, 0.468, -1.360, 0.523, -1.489, -1.477, -1.517, 0.374, -0.842, -0.655, -0.626, -0.314, 0.487, 0.399, 0.402, 0.394, 0.320, 0.436, 0.479, 0.488, 0.239, 0.504, 0.479, 0.245, 0.476, 0.508, 0.238, 0.485, 0.502, 0.395, 0.545, 0.393, 0.599, 0.101, 0.360, 0.385, 0.290, 0.278, 0.311, 0.347]}